The following is a quantum chemistry calculation of the ion C5H10N with charge +1, from the OMol25 dataset.

```
16
Properties=species:S:1:pos:R:3:forces:R:3
C 0.457 2.075 0.309 0.87 1.30 0.44
N 0.139 0.940 -0.111 -4.99 1.55 -0.80
C -1.545 0.533 -0.452 3.33 -0.24 1.91
C -1.188 -0.777 0.284 1.71 0.31 -0.94
C 0.318 -0.353 0.418 2.68 -4.53 2.15
C 1.321 -1.279 -0.372 -0.38 -2.39 -1.55
H 1.273 2.078 0.990 0.92 0.28 0.61
H 0.010 3.082 0.102 0.01 -1.42 -0.39
H -1.464 0.395 -1.476 -0.80 0.15 -1.97
H -2.164 1.298 -0.017 -0.18 0.12 -0.15
H -1.698 -1.144 1.143 -0.47 0.45 0.79
H -1.160 -1.575 -0.436 -0.47 -0.41 -0.25
H 0.880 -0.479 1.425 -1.56 1.29 -0.99
H 2.199 -0.741 -0.736 -0.25 0.21 -0.05
H 0.842 -1.874 -1.258 0.64 1.59 1.22
H 1.780 -2.179 0.189 -1.07 1.75 -0.05
```
Positions in Å, forces in eV/Å.

Properties
- frontier orbital gap (eV) = 10.69
- charge = +1

The following is a quantum chemistry calculation of an isolated molecule of C19H27N5O2S, from the OMol25 dataset.

```
54
Properties=species:S:1:pos:R:3:forces:R:3
C -7.017 -1.058 -1.035 0.02 -0.02 0.00
C -5.681 -0.782 -0.416 0.01 0.09 0.08
C -5.520 0.208 0.538 0.05 -0.08 -0.12
C -4.284 0.470 1.116 0.14 -0.11 0.03
C -4.177 1.535 2.168 0.02 -0.01 -0.01
C -3.183 -0.281 0.708 -0.37 0.05 -0.10
N -1.903 -0.047 1.275 -0.14 -0.64 0.31
C -1.070 0.979 1.022 -0.04 0.17 0.05
O 0.023 1.068 1.542 0.17 0.04 0.19
C -1.609 2.010 0.038 0.47 0.07 -0.34
S -0.219 2.817 -0.803 -0.27 0.31 0.04
C 0.632 1.362 -1.214 0.03 0.04 -0.16
N 0.087 0.194 -1.427 -0.52 0.81 -0.05
N 1.087 -0.685 -1.613 0.71 -0.85 -0.08
C 2.217 -0.044 -1.523 0.02 0.03 -0.11
C 3.570 -0.647 -1.629 0.12 0.01 -0.02
N 4.359 -0.335 -0.446 0.05 -0.19 -0.01
C 3.755 -0.860 0.772 0.16 0.13 0.31
C 4.594 -0.418 1.969 -0.38 -0.07 -0.07
O 5.927 -0.864 1.859 0.07 -0.13 0.08
C 6.511 -0.384 0.674 0.11 -0.05 -0.37
C 5.721 -0.828 -0.559 0.17 0.17 0.25
N 1.988 1.280 -1.271 -0.62 -0.55 -0.03
C 2.934 2.335 -1.059 0.37 0.51 -0.02
C -3.322 -1.303 -0.239 -0.06 0.05 -0.02
C -2.132 -2.111 -0.647 0.07 0.01 -0.05
C -4.572 -1.534 -0.787 0.06 0.08 0.11
H -7.771 -0.371 -0.659 -0.09 0.02 -0.01
H -6.961 -0.958 -2.117 -0.07 0.00 -0.07
H -7.333 -2.077 -0.812 -0.09 -0.05 -0.02
H -6.374 0.793 0.851 -0.13 0.07 0.03
H -4.965 1.404 2.907 -0.03 0.05 0.06
H -3.216 1.499 2.674 0.00 0.05 0.07
H -4.302 2.523 1.725 0.00 0.11 0.03
H -1.495 -0.806 1.808 0.08 0.19 -0.01
H -2.146 2.802 0.559 -0.05 -0.02 0.01
H -2.254 1.541 -0.705 -0.03 0.07 0.13
H 3.440 -1.730 -1.781 0.00 0.11 -0.04
H 4.091 -0.232 -2.499 0.02 -0.11 0.02
H 2.743 -0.464 0.875 -0.03 -0.05 0.05
H 3.703 -1.961 0.745 -0.03 0.03 0.01
H 4.201 -0.846 2.892 -0.03 0.08 -0.05
H 4.573 0.680 2.039 -0.03 -0.07 0.02
H 7.525 -0.784 0.645 -0.04 0.08 -0.04
H 6.552 0.716 0.697 0.03 -0.08 -0.02
H 6.179 -0.407 -1.457 0.03 -0.04 0.00
H 5.747 -1.929 -0.630 0.01 0.04 -0.03
H 3.118 2.876 -1.990 0.03 0.01 0.06
H 3.861 1.896 -0.693 -0.08 0.10 -0.01
H 2.526 3.027 -0.322 0.06 -0.04 0.00
H -1.743 -2.675 0.201 0.08 -0.11 0.03
H -2.398 -2.814 -1.432 -0.02 -0.10 -0.04
H -1.335 -1.463 -1.010 -0.01 -0.07 0.02
H -4.687 -2.316 -1.524 0.01 -0.11 -0.10
```
Positions in Å, forces in eV/Å.

Properties
- frontier orbital gap (eV) = 9.09

For reference, lowest unoccupied orbital energy by record: -4.9, 0.6 eV.
For reference, strongest force on any atom by record: 5.7, 1.1 eV/Å.